Formula: C33H48FMgN9O4
Source: the OMol25 dataset
Level of theory: ωB97M-V/def2-TZVPD

```
! RIJCOSX wB97M-V def2-TZVPD def2/J DEFGRID3
* xyz 2 1
Mg 1.93 0.16 -0.29
C -4.96 -0.01 -3.82
C -4.83 0.79 -2.51
N -3.65 0.34 -1.73
C -2.64 1.26 -1.63
C -1.37 0.96 -1.12
C -0.40 2.13 -0.90
O -0.85 3.27 -1.06
O 0.84 1.89 -0.60
C -1.02 -0.40 -0.83
O 0.16 -0.92 -0.57
C -2.12 -1.31 -0.86
C -2.04 -2.56 -0.23
C -3.10 -3.42 -0.09
F -2.91 -4.52 0.67
C -4.43 -3.11 -0.56
C -4.51 -1.89 -1.30
C -3.44 -0.97 -1.28
N -5.53 -3.99 -0.41
C -5.31 -5.40 -0.20
C -6.49 -6.28 -0.73
N -7.82 -5.71 -0.44
C -7.96 -4.29 -0.84
C -6.85 -3.44 -0.11
H -5.76 0.49 -4.44
H -5.24 -1.06 -3.60
H -4.01 -0.05 -4.44
H -5.69 0.67 -1.84
H -4.69 1.90 -2.61
H -2.84 2.28 -1.97
H -1.08 -2.82 0.18
H -5.47 -1.63 -1.74
H -5.14 -5.68 0.85
H -4.46 -5.79 -0.74
H -6.39 -7.26 -0.29
H -6.32 -6.39 -1.86
H -8.02 -5.85 0.56
H -8.51 -6.24 -0.99
H -8.91 -3.92 -0.56
H -7.80 -4.20 -1.91
H -6.97 -3.43 0.98
H -6.89 -2.37 -0.43
N 3.05 -1.58 0.07
C 2.56 -2.80 0.75
C 2.29 -2.65 2.24
C 1.22 -1.60 2.52
C 1.79 -0.25 2.93
N 1.45 0.76 1.91
H 3.44 -1.86 -0.84
H 3.85 -1.22 0.62
H 3.30 -3.63 0.55
H 1.60 -3.08 0.26
H 3.23 -2.40 2.76
H 2.03 -3.67 2.62
H 0.55 -1.99 3.29
H 0.55 -1.49 1.67
H 2.90 -0.36 3.01
H 1.47 -0.05 3.96
H 1.64 1.69 2.24
H 0.43 0.74 1.87
N 2.33 1.40 -3.13
C 2.53 1.33 -4.51
C 2.95 0.03 -4.79
C 2.92 -0.64 -3.53
N 2.48 0.17 -2.55
H 1.81 2.07 -2.60
H 2.50 2.16 -5.21
H 3.17 -0.43 -5.75
H 3.18 -1.69 -3.40
C 4.36 5.42 4.80
C 4.79 6.00 3.46
N 4.59 5.01 2.36
C 3.78 5.43 1.25
C 2.28 5.62 1.53
C 5.52 3.94 2.32
O 6.49 3.94 3.08
C 5.31 2.91 1.25
C 6.43 2.16 0.87
C 6.35 1.24 -0.16
C 5.09 0.95 -0.67
N 3.95 1.38 -0.06
C 4.06 2.48 0.72
H 4.09 6.19 5.52
H 5.14 4.81 5.31
H 3.54 4.73 4.59
H 5.85 6.29 3.40
H 4.15 6.89 3.23
H 3.88 4.71 0.45
H 4.18 6.41 0.91
H 1.96 4.89 2.32
H 1.69 5.42 0.63
H 2.07 6.65 1.89
H 7.34 2.34 1.45
H 7.27 0.68 -0.53
H 4.98 0.33 -1.57
H 3.13 2.96 0.98
*
```

Output
HOMO = -12.18 eV
HOMO-LUMO gap = 7.3 eV
calculated total energy = -64754.0729 eV
LUMO = -4.9 eV



Formula: C33H48N8O6P2S2SeTa
Source: the OMol25 dataset
Level of theory: ωB97M-V/def2-TZVPD

```
! RIJCOSX wB97M-V def2-TZVPD def2/J DEFGRID3
* xyz 3 1
Ta -1.25 -0.05 0.72
Se -0.77 -8.20 1.12
N -1.48 -7.11 -0.07
C -1.21 -5.89 0.33
C -1.63 -4.69 -0.38
C -2.32 -4.75 -1.59
C -2.70 -3.58 -2.20
C -2.41 -2.38 -1.57
N -1.75 -2.29 -0.41
C -1.35 -3.44 0.17
C -0.58 -3.33 1.39
N -0.32 -2.09 1.83
C 0.49 -1.96 2.89
C 1.02 -3.03 3.58
C 0.71 -4.30 3.18
C -0.10 -4.46 2.05
C -0.46 -5.78 1.54
N -0.12 -6.90 2.11
H -2.54 -5.73 -2.02
H -3.23 -3.57 -3.14
H -2.71 -1.45 -2.03
H 0.74 -0.96 3.18
H 1.67 -2.85 4.43
H 1.07 -5.18 3.69
C 2.19 -1.58 -3.67
C 0.74 -1.80 -3.31
C -0.20 -1.60 -4.48
O 0.34 -0.93 -2.16
P 0.53 0.60 -1.99
O -0.55 1.01 -0.97
C 2.14 0.99 -1.24
P 1.82 1.22 0.52
O 0.97 0.00 0.92
O 3.05 1.48 1.40
C 4.34 0.76 1.61
C 4.08 -0.66 2.06
C 5.21 0.85 0.37
O 0.97 2.50 0.75
C 1.54 3.87 1.02
C 2.53 4.28 -0.05
C 0.38 4.83 1.11
O 0.36 1.25 -3.36
C 0.73 2.66 -3.75
C 1.99 2.59 -4.59
C -0.45 3.23 -4.49
H 2.46 -2.25 -4.49
H 2.86 -1.80 -2.83
H 2.36 -0.56 -4.02
H 0.60 -2.80 -2.89
H 0.02 -0.67 -5.01
H -1.24 -1.58 -4.15
H -0.08 -2.43 -5.17
H 2.59 1.88 -1.69
H 2.80 0.13 -1.39
H 4.79 1.33 2.41
H 3.54 -1.22 1.30
H 3.52 -0.68 3.00
H 5.04 -1.15 2.23
H 4.87 0.17 -0.41
H 6.23 0.58 0.64
H 5.24 1.87 -0.02
H 2.05 3.79 1.98
H 2.02 4.42 -1.01
H 3.35 3.58 -0.16
H 2.96 5.24 0.23
H 0.00 5.09 0.13
H 0.71 5.74 1.61
H -0.44 4.41 1.70
H 0.90 3.22 -2.82
H 1.80 2.02 -5.49
H 2.82 2.14 -4.05
H 2.27 3.60 -4.88
H -0.66 2.65 -5.39
H -0.22 4.26 -4.78
H -1.35 3.24 -3.87
N -2.92 -1.03 2.16
C -4.07 -0.23 2.71
C -3.89 0.02 4.20
C -2.81 1.03 4.55
C -1.38 0.51 4.39
N -0.76 0.84 3.06
H -3.32 -1.75 1.56
H -2.50 -1.53 2.94
H -4.99 -0.78 2.55
H -4.13 0.70 2.17
H -3.70 -0.93 4.72
H -4.85 0.38 4.58
H -2.94 1.32 5.59
H -2.94 1.94 3.95
H -1.33 -0.57 4.53
H -0.76 0.96 5.16
H 0.24 0.72 3.13
H -0.89 1.84 2.93
S -2.28 2.16 1.08
C -3.09 1.88 -0.44
S -3.35 0.17 -0.62
C -3.34 2.80 -1.39
C -2.87 4.14 -1.22
N -2.39 5.18 -1.09
C -3.85 2.39 -2.66
N -4.17 2.03 -3.71
*
```

Output
HOMO = -16.10 eV
HOMO-LUMO gap = 6.6 eV
calculated total energy = -166336.3720 eV
LUMO = -9.5 eV



Formula: C33H49BaGeN5OS2SeSi2
Source: the OMol25 dataset
Level of theory: ωB97M-V/def2-TZVPD

```
! RIJCOSX wB97M-V def2-TZVPD def2/J DEFGRID3
* xyz -2 1
Ba -0.01 0.93 -1.29
C -1.36 3.43 3.10
C 0.06 3.25 2.67
C 0.67 4.20 1.86
C 1.97 4.03 1.42
C 2.57 5.02 0.46
C 2.69 2.92 1.83
C 2.11 1.97 2.66
C 2.90 0.80 3.16
C 0.79 2.14 3.06
H -2.04 3.10 2.31
H -1.57 4.47 3.32
H -1.57 2.84 3.99
H 0.11 5.08 1.55
H 2.38 6.05 0.77
H 2.12 4.85 -0.52
H 3.65 4.88 0.37
H 3.71 2.78 1.50
H 3.67 0.52 2.46
H 2.25 -0.06 3.31
H 3.36 1.05 4.12
H 0.32 1.38 3.67
S -2.50 -1.53 -2.51
C -3.85 -1.58 -1.41
C -4.52 -2.81 -1.41
N -5.03 -3.84 -1.44
C -4.31 -0.59 -0.55
S -3.70 1.00 -0.29
C -5.44 -0.89 0.22
N -6.37 -1.07 0.88
C 3.93 2.08 -2.49
Si 2.61 0.66 -2.71
C 2.37 0.61 -4.65
C 3.70 -0.89 -2.28
C 4.78 -1.15 -3.12
C 5.62 -2.24 -2.94
C 5.38 -3.10 -1.89
C 4.32 -2.84 -1.04
C 3.47 -1.75 -1.20
Si 2.01 -1.62 0.11
C 2.81 -2.42 1.73
C 0.93 -3.11 -0.46
H 4.74 2.07 -3.21
H 4.36 2.00 -1.50
H 3.45 3.05 -2.54
H 3.29 0.54 -5.24
H 1.85 1.52 -4.97
H 1.74 -0.23 -4.92
H 4.98 -0.48 -3.95
H 6.45 -2.41 -3.62
H 6.01 -3.97 -1.74
H 4.16 -3.52 -0.22
H 2.96 -3.50 1.65
H 2.13 -2.27 2.57
H 3.76 -1.97 2.00
H 1.51 -3.98 -0.76
H 0.30 -2.82 -1.29
H 0.27 -3.41 0.36
C -0.52 5.90 -2.71
N -1.22 4.68 -3.01
C -2.36 4.71 -3.77
C -3.05 3.55 -4.03
C -2.50 2.34 -3.55
N -1.39 2.34 -2.81
C -0.76 3.46 -2.48
O 0.22 3.48 -1.74
N -3.01 1.15 -3.90
H -0.30 6.45 -3.62
H 0.42 5.61 -2.23
H -1.09 6.53 -2.02
H -2.67 5.68 -4.13
H -3.94 3.54 -4.63
H -3.96 1.15 -4.24
H -2.76 0.31 -3.33
C -4.51 -3.76 2.14
Ge -2.92 -4.53 3.01
C -1.69 -5.28 1.65
C -3.60 -5.96 4.24
C -1.89 -3.29 4.22
Se -0.71 -1.99 3.33
C -2.03 -0.85 2.50
H -5.17 -4.58 1.86
H -4.25 -3.24 1.23
H -5.06 -3.07 2.78
H -1.92 -6.32 1.44
H -0.65 -5.20 1.96
H -1.81 -4.71 0.73
H -4.22 -6.66 3.68
H -4.23 -5.52 5.02
H -2.81 -6.52 4.73
H -1.22 -3.90 4.83
H -2.55 -2.74 4.90
H -2.59 -1.41 1.75
H -1.49 -0.03 2.02
H -2.71 -0.48 3.26
*
```

Output
HOMO = -0.63 eV
HOMO-LUMO gap = 3.9 eV
calculated total energy = -204498.3332 eV
LUMO = 3.3 eV



Formula: C33H49ClF4NO15S
Source: the OMol25 dataset
Level of theory: ωB97M-V/def2-TZVPD

```
! RIJCOSX wB97M-V def2-TZVPD def2/J DEFGRID3
* xyz 1 1
C 0.63 -4.34 1.84
C -0.28 -4.01 0.93
C 0.05 -2.97 -0.07
C -0.58 -1.74 0.07
C -0.32 -0.71 -0.81
C -1.07 0.56 -0.53
O -0.59 1.49 0.02
O -2.38 0.52 -0.86
C -2.67 0.37 -2.23
F -2.53 1.62 -2.80
C -4.06 -0.12 -2.43
C -4.18 -1.65 -2.30
C 0.57 -0.90 -1.88
C 0.89 0.22 -2.85
C 1.63 1.40 -2.15
C 2.56 2.07 -3.11
F 3.87 2.08 -2.79
C 2.11 2.65 -4.24
F 2.58 2.45 -5.45
F 1.07 3.47 -4.24
C 1.16 -2.16 -2.01
S 2.21 -2.46 -3.39
N 0.89 -3.17 -1.11
C 1.51 -4.47 -1.30
C 0.87 -5.29 -2.40
O 1.36 -6.28 -2.76
Cl -0.65 -4.71 -3.06
H 0.35 -4.65 2.83
H 1.67 -4.24 1.59
H -1.27 -4.44 0.90
H -1.26 -1.61 0.89
H -1.96 -0.27 -2.75
H -4.33 0.16 -3.44
H -4.77 0.35 -1.76
H -3.23 -2.16 -2.19
H -4.70 -2.06 -3.16
H -4.83 -1.87 -1.46
H -0.01 0.57 -3.34
H 1.55 -0.12 -3.63
H 0.90 2.14 -1.85
H 2.20 1.04 -1.30
H 3.24 -3.07 -2.80
H 1.42 -5.08 -0.41
H 2.56 -4.39 -1.51
C 0.66 4.56 1.81
C 0.40 5.45 3.01
O -0.61 4.92 3.88
C -0.22 3.92 4.66
O 0.88 3.42 4.68
O -1.26 3.54 5.40
C -1.01 2.42 6.25
H -0.27 4.34 1.28
H 1.35 5.03 1.13
H 1.08 3.60 2.13
H 0.02 6.42 2.68
H 1.32 5.63 3.56
H -0.13 2.58 6.86
H -0.90 1.52 5.65
H -1.88 2.32 6.89
C -10.62 -0.21 -5.90
C -9.11 -0.06 -5.90
O -8.51 -0.77 -4.80
C -8.38 -2.08 -4.97
O -8.68 -2.71 -5.95
O -7.84 -2.59 -3.86
C -7.71 -4.01 -3.88
H -11.03 0.08 -4.94
H -11.06 0.41 -6.68
H -10.90 -1.25 -6.09
H -8.84 0.98 -5.75
H -8.67 -0.39 -6.84
H -7.18 -4.35 -4.77
H -8.68 -4.48 -3.83
H -7.13 -4.29 -3.00
C 8.69 2.35 2.12
C 7.72 3.32 2.77
O 6.79 3.86 1.81
C 5.78 3.06 1.49
O 5.56 1.96 1.94
O 5.02 3.69 0.59
C 3.92 2.92 0.11
H 9.18 2.82 1.27
H 9.45 2.04 2.84
H 8.17 1.47 1.76
H 8.26 4.19 3.16
H 7.19 2.86 3.60
H 3.32 2.54 0.94
H 4.28 2.09 -0.49
H 3.31 3.57 -0.50
C 1.71 0.49 4.14
C 3.22 0.37 4.15
O 3.66 -0.63 5.09
C 3.56 -1.89 4.70
O 3.14 -2.28 3.64
O 4.00 -2.66 5.70
C 3.89 -4.06 5.46
H 1.34 0.68 5.15
H 1.40 1.32 3.50
H 1.25 -0.43 3.78
H 3.67 1.30 4.47
H 3.61 0.14 3.16
H 4.36 -4.34 4.52
H 2.85 -4.37 5.46
H 4.41 -4.55 6.28
*
```

Output
HOMO = -11.28 eV
HOMO-LUMO gap = 6.7 eV
calculated total energy = -101437.0098 eV
LUMO = -4.6 eV



Formula: C33H49ClFeN4O2SbSi3
Source: the OMol25 dataset
Level of theory: ωB97M-V/def2-TZVPD

```
! RIJCOSX wB97M-V def2-TZVPD def2/J DEFGRID3
* xyz 0 2
Fe 1.29 0.57 -0.16
O 1.45 1.60 -1.80
C 1.31 2.89 -1.92
C 1.70 3.49 -3.14
C 1.53 4.84 -3.36
C 0.97 5.67 -2.38
C 0.58 5.11 -1.19
C 0.74 3.74 -0.93
C 0.28 3.24 0.35
N 0.40 2.03 0.72
N -0.12 1.69 1.97
C 0.22 0.47 2.27
O 0.92 -0.33 1.52
C -0.23 -0.07 3.58
C 0.31 -1.26 4.05
C -0.11 -1.79 5.26
C -1.08 -1.14 6.00
C -1.63 0.05 5.54
C -1.21 0.58 4.33
H 2.13 2.85 -3.90
H 1.84 5.26 -4.31
H 0.84 6.73 -2.57
H 0.14 5.73 -0.42
H -0.20 3.94 1.03
H 1.07 -1.75 3.45
H 0.32 -2.72 5.62
H -1.42 -1.56 6.95
H -2.39 0.56 6.12
H -1.62 1.51 3.96
C 2.51 -4.29 0.60
N 2.96 -3.46 -0.51
C 4.27 -3.73 -1.08
C 2.42 -2.27 -0.68
N 1.93 -1.24 -0.85
H 3.25 -4.27 1.41
H 2.38 -5.32 0.25
H 1.57 -3.92 0.98
H 5.05 -3.64 -0.31
H 4.48 -3.02 -1.88
H 4.29 -4.74 -1.49
Cl 4.10 -1.40 1.95
C 3.71 0.23 2.44
C 3.63 0.48 3.80
C 3.32 1.75 4.25
C 3.11 2.77 3.32
C 3.20 2.50 1.97
C 3.47 1.21 1.47
C 3.44 0.96 0.05
H 3.81 -0.32 4.50
H 3.24 1.95 5.31
H 2.88 3.77 3.65
H 3.04 3.29 1.24
H 3.93 0.07 -0.33
H 3.49 1.83 -0.59
C -3.64 -3.06 -1.01
Si -2.51 -2.12 0.17
C -1.31 -3.30 0.99
C -3.53 -1.29 1.51
Sb -1.15 -0.33 -1.01
Si -0.81 -1.38 -3.31
C -2.37 -1.44 -4.35
C -0.19 -3.15 -3.06
C 0.49 -0.39 -4.24
Si -2.95 1.42 -1.48
C -3.27 2.39 0.10
C -2.30 2.54 -2.84
C -4.57 0.63 -2.03
H -4.03 -3.94 -0.51
H -3.11 -3.38 -1.91
H -4.48 -2.44 -1.32
H -1.85 -4.05 1.57
H -0.65 -2.74 1.66
H -0.69 -3.82 0.25
H -4.16 -2.02 2.02
H -4.19 -0.52 1.10
H -2.88 -0.82 2.25
H -3.15 -2.06 -3.90
H -2.13 -1.86 -5.33
H -2.79 -0.44 -4.51
H -0.43 -3.55 -2.07
H 0.89 -3.19 -3.18
H -0.64 -3.82 -3.80
H 0.03 0.49 -4.71
H 0.93 -1.01 -5.03
H 1.27 -0.03 -3.58
H -2.37 2.57 0.67
H -3.97 1.85 0.75
H -3.73 3.35 -0.15
H -1.23 2.70 -2.77
H -2.79 3.52 -2.78
H -2.52 2.12 -3.82
H -5.11 0.19 -1.19
H -4.42 -0.14 -2.78
H -5.22 1.40 -2.47
*
```

Output
HOMO (spin up / spin down) = -6.73 / -6.85 eV
HOMO-LUMO gap (spin up / spin down) = 6.4 / 7.2 eV
calculated total energy = -122154.7912 eV
expectation value of S² = 1.09
LUMO (spin up / spin down) = -0.3 / 0.3 eV